{
  "formula": "C47H63BIN5O8S",
  "method": "ωB97M-V with the def2-TZVPD basis set",
  "e_homo_ev": -9.2,
  "smiles": "C#CCCC[C@]1(CC(=O)I)OS(=O)(=O)O[C@@]1(CCCCCCCCCCCCOC)B(O)O.c1ccncc1.c1ccncc1.c1ccncc1.c1ccncc1.c1ccncc1",
  "molar_mass_g_mol": 995.83,
  "gap_ev": 8.6,
  "total_charge": 0,
  "symbols": ["C", "C", "C", "C", "C", "C", "C", "C", "O", "I", "O", "S", "O", "O", "O", "C", "C", "C", "C", "C", "C", "C", "C", "C", "C", "C", "C", "C", "O", "C", "B", "O", "O", "H", "H", "H", "H", "H", "H", "H", "H", "H", "H", "H", "H", "H", "H", "H", "H", "H", "H", "H", "H", "H", "H", "H", "H", "H", "H", "H", "H", "H", "H", "H", "H", "H", "H", "H", "H", "H", "H", "N", "C", "C", "C", "C", "C", "H", "H", "H", "H", "H", "N", "C", "C", "C", "C", "C", "H", "H", "H", "H", "H", "N", "C", "C", "C", "C", "C", "H", "H", "H", "H", "H", "N", "C", "C", "C", "C", "C", "H", "H", "H", "H", "H", "N", "C", "C", "C", "C", "C", "H", "H", "H", "H", "H"],
  "xyz": [[8.628184, 2.192227, -0.896784], [7.342840, 1.637152, -1.174278], [5.806430, 1.156475, -1.607563], [5.804429, -0.444202, -2.044819], [4.798984, -1.380475, -1.150908], [5.286528, -1.654723, 0.389919], [4.602727, -0.555998, 1.395893], [5.652341, 0.468529, 2.128000], [5.418818, 1.796655, 1.968585], [7.362868, -0.075602, 3.379004], [6.781942, -1.684239, 0.326410], [7.405164, -3.210173, -0.203997], [7.930615, -3.322227, -1.662618], [8.456499, -3.776392, 0.805845], [5.882829, -4.025707, -0.001032], [4.926387, -3.198974, 0.805176], [3.488379, -3.861135, 0.382569], [2.200398, -2.851902, 0.471327], [0.849764, -3.829104, 0.566384], [-0.555927, -2.985567, 0.592529], [-1.820944, -4.059291, 0.777090], [-2.881916, -3.978349, -0.492348], [-4.027616, -2.814259, -0.254206], [-5.003349, -3.102968, 1.043285], [-6.556847, -3.455014, 0.654868], [-7.249756, -2.156589, -0.098201], [-8.503147, -1.493925, 0.728493], [-8.259516, 0.098765, 1.092739], [-9.514666, 0.845862, 0.928517], [-9.427980, 1.875113, -0.117410], [5.203898, -3.737646, 2.333921], [6.067996, -4.958315, 2.507243], [4.648578, -3.159622, 3.581048], [9.463828, 3.019914, -0.699498], [5.537810, 1.797062, -2.573745], [4.997936, 1.427668, -0.805325], [5.368162, -0.458670, -3.156201], [6.906852, -0.882143, -2.153729], [3.717536, -0.913790, -1.197122], [4.716406, -2.426557, -1.713462], [3.926326, -1.014460, 2.243905], [3.872831, 0.105910, 0.724799], [3.280679, -4.733843, 1.169997], [3.541112, -4.329089, -0.707468], [2.121048, -2.270956, -0.553453], [2.245568, -2.055300, 1.326968], [0.912460, -4.528509, -0.381813], [1.026619, -4.502291, 1.521679], [-0.718898, -2.498172, -0.467065], [-0.549379, -2.196020, 1.477120], [-1.423115, -5.173873, 0.925171], [-2.384717, -3.806622, 1.796192], [-2.282944, -3.644557, -1.467903], [-3.384005, -5.001431, -0.760899], [-4.612835, -2.635022, -1.256679], [-3.440062, -1.815490, -0.004758], [-4.984311, -2.141105, 1.720538], [-4.568476, -4.034623, 1.640458], [-6.572904, -4.408228, -0.042389], [-7.121806, -3.711007, 1.671096], [-7.685240, -2.564925, -1.130057], [-6.422846, -1.368561, -0.380900], [-8.590687, -2.060738, 1.773217], [-9.539586, -1.644121, 0.176244], [-7.340377, 0.529264, 0.511247], [-7.977642, 0.170325, 2.248684], [-8.507511, 1.785034, -0.833804], [-9.488662, 2.965560, 0.334532], [-10.392009, 1.760380, -0.810419], [6.850601, -4.623321, 3.036669], [5.422373, -2.698731, 4.023255], [-10.081765, 4.402780, -2.269835], [-11.189936, 5.132913, -2.016428], [-11.163569, 6.453965, -1.598966], [-9.926135, 7.065040, -1.426214], [-8.766745, 6.338521, -1.677411], [-8.894960, 5.023570, -2.094994], [-12.131061, 4.610816, -2.162574], [-12.085427, 6.993134, -1.412609], [-9.865577, 8.098863, -1.098810], [-7.787228, 6.785744, -1.551693], [-8.019690, 4.416011, -2.307326], [-11.841642, -3.215924, 1.451954], [-12.181780, -4.386390, 0.869145], [-13.109345, -4.496681, -0.154380], [-13.730602, -3.337632, -0.607309], [-13.402737, -2.117271, -0.025640], [-12.460118, -2.107576, 0.989883], [-11.672219, -5.262542, 1.259485], [-13.342058, -5.462847, -0.587536], [-14.463979, -3.384740, -1.407052], [-13.869460, -1.196121, -0.355668], [-12.167727, -1.179516, 1.473124], [3.863323, 1.645633, -4.706387], [2.764233, 0.980137, -4.288693], [1.517854, 1.567241, -4.140392], [1.388691, 2.920606, -4.434021], [2.502913, 3.633492, -4.864622], [3.706565, 2.957849, -4.985622], [2.916756, -0.072534, -4.068963], [0.668599, 0.983587, -3.803688], [0.427786, 3.415757, -4.328474], [2.435326, 4.689372, -5.100877], [4.604184, 3.469516, -5.321456], [12.223488, 0.531900, 5.633799], [11.077300, 0.075242, 5.083283], [10.870151, -0.038667, 3.717903], [11.898404, 0.342050, 2.862188], [13.090162, 0.818129, 3.399008], [13.204342, 0.892240, 4.777915], [10.303920, -0.206068, 5.792090], [9.929790, -0.414641, 3.331095], [11.772359, 0.268203, 1.785940], [13.910276, 1.123338, 2.759065], [14.116038, 1.253737, 5.245289], [7.415703, 7.219948, -1.479560], [7.512304, 7.731322, -0.232757], [7.115924, 7.055493, 0.910171], [6.583879, 5.778263, 0.768364], [6.469808, 5.225236, -0.502960], [6.896948, 5.977317, -1.585475], [7.930605, 8.731970, -0.174546], [7.219099, 7.514020, 1.887086], [6.261011, 5.218275, 1.641187], [6.058907, 4.232434, -0.647085], [6.832041, 5.588141, -2.597719]],
  "atomic_forces_ev_per_a": [[-9.502, -2.712, -1.993], [7.790, 4.455, 1.787], [1.551, 0.191, -0.741], [-0.323, 0.164, -1.011], [-0.038, -0.312, -0.969], [-1.218, -1.222, -1.290], [0.299, 0.764, 0.164], [-2.567, 7.298, -1.842], [1.616, -8.737, 1.120], [-1.599, 0.094, -0.908], [-0.158, -1.582, -0.154], [2.883, -3.033, -0.021], [-2.999, 1.168, 5.471], [-4.548, 2.859, -3.382], [2.160, 2.324, -0.700], [-0.123, -0.982, -0.486], [-0.683, 0.255, 0.445], [-0.675, -0.580, -1.045], [1.075, 0.675, 0.046], [-0.136, -1.310, -0.071], [-0.326, -0.092, 0.436], [0.111, 0.739, -0.352], [0.744, 0.204, 0.420], [-0.075, -0.500, -0.219], [0.554, 0.431, 0.279], [-0.632, -0.921, -0.812], [0.286, -0.064, 0.857], [0.132, -0.962, 1.228], [2.268, 0.641, -1.461], [-1.426, 0.660, -1.018], [1.125, -1.384, 2.471], [-0.881, 3.946, 0.071], [2.305, 0.222, -2.379], [-2.268, -2.531, -0.531], [0.733, -1.372, 2.100], [1.928, -0.548, -1.203], [0.846, -0.041, 2.439], [-2.543, 1.021, 0.564], [2.187, -0.863, 0.318], [0.290, 2.165, 1.275], [1.702, 0.510, -1.629], [1.879, -1.246, 1.643], [0.490, 1.657, -1.844], [0.072, 0.999, 2.429], [0.200, -1.029, 2.110], [-0.080, -1.751, -1.447], [-0.357, 1.318, 1.902], [-0.751, 1.352, -1.848], [0.506, -0.582, 2.265], [0.023, -1.580, -2.058], [-0.712, 2.468, -0.514], [1.119, -0.513, -2.287], [-1.140, -0.825, 2.058], [0.928, 1.855, 0.786], [0.979, -0.417, 2.033], [-1.141, -1.970, -0.698], [-0.113, -2.017, -1.154], [-0.844, 2.109, -1.115], [-0.003, 1.943, 1.436], [1.076, 0.526, -2.300], [0.981, 1.014, 2.127], [-1.649, -1.460, 0.722], [0.049, 1.140, -2.331], [2.289, 0.492, 1.084], [-1.938, -0.607, 0.770], [-0.554, -0.145, -2.427], [-1.554, 0.034, 1.565], [0.334, -2.236, -0.755], [2.075, 0.262, 1.493], [-1.172, -0.919, -0.653], [-1.335, -0.769, -0.365], [0.057, 0.977, 0.308], [0.704, -0.594, -0.202], [0.261, 0.097, 0.031], [0.004, 0.000, 0.001], [-0.247, 0.123, 0.043], [-0.763, -0.508, -0.153], [0.048, 0.069, 0.019], [0.077, -0.070, -0.019], [-0.007, -0.122, -0.037], [-0.083, -0.059, -0.019], [-0.038, 0.075, 0.028], [-0.691, -0.096, -0.763], [0.306, 0.770, 0.461], [-0.106, 0.233, -0.071], [0.000, 0.021, -0.004], [-0.058, -0.293, -0.124], [0.497, -0.617, 0.440], [-0.051, 0.035, -0.054], [0.032, 0.077, 0.054], [0.082, 0.003, 0.090], [0.063, -0.071, 0.048], [-0.017, -0.040, -0.075], [-0.885, 0.425, 0.192], [0.779, 0.405, -0.266], [0.019, 0.234, -0.048], [0.011, 0.032, -0.006], [-0.239, -0.178, 0.090], [0.258, -0.842, 0.133], [-0.051, 0.031, -0.014], [0.084, 0.034, -0.033], [0.115, -0.059, -0.012], [0.034, -0.106, 0.019], [-0.090, -0.008, 0.029], [-0.146, -0.070, -1.007], [0.800, 0.320, 0.416], [0.342, 0.081, -0.036], [0.008, 0.012, -0.065], [-0.290, -0.110, -0.088], [-0.615, -0.226, 0.701], [0.022, -0.002, -0.037], [0.382, -0.022, -0.012], [-0.002, -0.002, 0.122], [-0.069, -0.030, 0.074], [-0.063, -0.022, -0.069], [-0.288, -0.496, 0.817], [-0.021, -0.267, -0.898], [-0.088, -0.240, -0.083], [-0.023, -0.025, 0.018], [-0.034, 0.128, 0.237], [0.353, 0.853, -0.012], [-0.028, -0.068, 0.032], [-0.001, -0.022, -0.094], [0.038, 0.028, -0.112], [0.103, 0.085, 0.023], [-0.004, -0.017, 0.088]],
  "lowdin_charge": [0.038, -0.086, -0.173, -0.173, -0.121, -0.307, -0.070, -0.626, -0.144, 0.989, -0.258, 0.923, -0.298, -0.310, -0.225, -0.253, -0.090, -0.182, -0.218, -0.204, -0.210, -0.222, -0.222, -0.228, -0.215, -0.211, -0.161, -0.218, -0.262, -0.140, -0.395, 0.051, 0.040, 0.061, 0.102, 0.099, 0.115, 0.120, 0.115, 0.142, 0.132, 0.138, 0.143, 0.155, 0.110, 0.113, 0.128, 0.122, 0.106, 0.121, 0.114, 0.104, 0.108, 0.109, 0.110, 0.112, 0.115, 0.108, 0.113, 0.112, 0.114, 0.098, 0.111, 0.113, 0.112, 0.132, 0.092, 0.094, 0.099, 0.117, 0.086, 0.053, -0.148, -0.077, -0.080, -0.077, -0.158, 0.102, 0.101, 0.105, 0.101, 0.101, 0.054, -0.153, -0.082, -0.084, -0.077, -0.156, 0.100, 0.099, 0.104, 0.101, 0.103, 0.050, -0.158, -0.077, -0.077, -0.072, -0.148, 0.095, 0.101, 0.106, 0.104, 0.105, 0.053, -0.155, -0.127, -0.070, -0.076, -0.151, 0.098, -0.042, 0.109, 0.102, 0.101, 0.048, -0.159, -0.082, -0.074, -0.081, -0.154, 0.099, 0.099, 0.106, 0.082, 0.099]
}